Formula: C45H42BN2O3P2PbSi
Source: OMol25
Level of theory: ωB97M-V/def2-TZVPD

Frontier orbital gap   0.206 Eh
Energy above the lowest of the compared OMol25 structures with the same formula, charge and spin   61.1 kcal/mol
Molecular weight   966.89 g/mol
E   -3264.93222 hartree
Lowest unoccupied orbital energy   -4.74 eV
HOMO level   -10.4 eV

Structure (ORCA input):
```
! wB97M-V def2-TZVPD RIJCOSX def2/J DEFGRID3
* xyz 1 1
Pb 0.79 0.06 1.01
C -3.43 0.14 -1.38
N -2.00 -0.08 -1.11
P -0.89 1.26 -1.13
C 0.22 0.88 -2.52
C 0.35 -0.39 -3.07
C 1.28 -0.61 -4.08
C 2.09 0.42 -4.51
C 1.98 1.69 -3.95
C 1.06 1.91 -2.95
C -1.90 2.59 -1.89
C -2.43 3.60 -1.10
C -3.21 4.59 -1.67
C -3.46 4.58 -3.03
C -2.93 3.58 -3.83
C -2.15 2.58 -3.27
P -1.58 -1.17 0.14
C -2.68 -0.61 1.51
C -3.85 -1.26 1.87
C -4.66 -0.75 2.89
C -4.31 0.43 3.53
C -3.16 1.11 3.14
C -2.36 0.59 2.14
C -2.29 -2.75 -0.41
C -2.59 -3.73 0.55
C -3.18 -4.91 0.16
C -3.44 -5.15 -1.18
C -3.13 -4.19 -2.13
C -2.55 -2.99 -1.75
H -3.89 0.86 -0.70
H -3.95 -0.81 -1.27
H -3.57 0.49 -2.40
H -0.27 -1.20 -2.71
H 1.37 -1.59 -4.52
H 2.83 0.24 -5.29
H 2.62 2.49 -4.29
H 0.97 2.90 -2.49
H -2.23 3.61 -0.03
H -3.63 5.37 -1.05
H -4.06 5.36 -3.48
H -3.13 3.57 -4.89
H -1.73 1.80 -3.89
H -4.16 -2.17 1.38
H -5.56 -1.27 3.17
H -4.94 0.82 4.32
H -2.90 2.05 3.62
H -1.49 1.16 1.84
H -2.32 -3.56 1.58
H -3.42 -5.66 0.91
H -3.89 -6.09 -1.48
H -3.34 -4.38 -3.18
H -2.31 -2.24 -2.50
O 2.50 -2.81 -1.79
C 1.92 -3.94 -1.35
C 1.81 -4.99 -2.27
C 1.28 -6.20 -1.88
C 0.85 -6.40 -0.57
C 0.90 -5.35 0.33
C 1.39 -4.10 -0.06
C 1.18 -2.92 0.81
O 0.22 -2.85 1.61
O 1.98 -1.92 0.67
H 2.56 -2.18 -1.05
H 2.18 -4.83 -3.27
H 1.20 -7.00 -2.60
H 0.48 -7.36 -0.25
H 0.56 -5.48 1.34
C -0.09 5.37 1.47
C 0.91 4.68 0.79
C 1.44 3.52 1.32
C 0.97 3.02 2.54
C -0.03 3.72 3.22
C -0.55 4.89 2.69
Si 1.60 1.43 3.30
C 3.37 1.05 3.61
C 4.38 1.31 2.68
C 5.70 1.05 2.99
C 6.03 0.51 4.23
C 5.03 0.23 5.16
C 3.71 0.49 4.85
H -0.51 6.27 1.05
H 1.28 5.06 -0.15
H 2.22 3.01 0.78
H -0.39 3.36 4.17
H -1.31 5.44 3.23
H 0.69 0.94 4.35
H 4.14 1.71 1.70
H 6.47 1.26 2.27
H 7.06 0.31 4.47
H 5.29 -0.20 6.12
H 2.94 0.28 5.59
B 4.83 1.15 -1.33
C 3.43 0.88 -0.79
N 2.40 0.73 -0.27
H 4.76 1.03 -2.53
H 5.54 0.34 -0.80
H 5.11 2.28 -1.01
*
```

Atomic partial charges in e from the Mulliken method, atoms 1 to 2: 2.222 -1.291


Formula: C14H56N28O14
Source: OMol25
Level of theory: ωB97M-V/def2-TZVPD

Frontier orbital gap   0.306 Eh
Energy above the lowest of the compared OMol25 structures with the same formula, charge and spin   53.0 kcal/mol
Molecular weight   840.78 g/mol
E   -3154.20210 hartree
Lowest unoccupied orbital energy   -0.48 eV
HOMO level   -8.8 eV

Structure (ORCA input):
```
! wB97M-V def2-TZVPD RIJCOSX def2/J DEFGRID3
* xyz 0 1
C -4.27 1.04 -2.29
O -4.94 1.56 -3.18
N -4.81 0.18 -1.37
N -2.97 1.32 -2.06
H -5.75 -0.16 -1.47
H -4.13 -0.34 -0.83
H -2.44 2.07 -2.47
H -2.54 0.84 -1.29
C 1.91 4.13 -0.73
O 1.14 4.45 0.18
N 1.50 3.74 -1.96
N 3.24 3.94 -0.54
H 2.11 3.22 -2.56
H 0.56 3.96 -2.27
H 3.64 4.15 0.36
H 3.87 3.71 -1.29
C 0.07 -4.56 0.39
O 0.58 -5.02 1.40
N 0.46 -3.36 -0.18
N -0.85 -5.23 -0.36
H 1.27 -2.89 0.19
H 0.14 -3.20 -1.11
H -1.12 -6.15 -0.07
H -1.42 -4.70 -1.00
C -1.92 5.18 -2.28
O -0.94 5.22 -3.03
N -3.15 5.64 -2.62
N -1.82 4.73 -1.01
H -3.20 6.02 -3.55
H -3.94 5.66 -2.01
H -0.89 4.40 -0.78
H -2.48 4.78 -0.26
C 0.36 0.33 -0.48
O -0.04 1.48 -0.62
N 1.38 -0.22 -1.23
N -0.09 -0.46 0.51
H 1.99 -0.96 -0.91
H 1.76 0.33 -1.98
H -0.55 -0.08 1.31
H 0.33 -1.38 0.54
C 3.74 -0.82 1.36
O 2.94 -1.65 0.95
N 4.28 -0.87 2.61
N 4.08 0.31 0.67
H 5.07 -0.30 2.87
H 4.25 -1.77 3.07
H 3.62 0.44 -0.21
H 4.91 0.87 0.72
C 4.16 -4.95 -0.85
O 3.91 -5.44 0.24
N 3.85 -3.65 -1.11
N 4.67 -5.66 -1.89
H 3.98 -3.29 -2.04
H 3.34 -3.11 -0.43
H 4.91 -6.62 -1.77
H 5.05 -5.21 -2.71
C -4.14 -0.19 2.13
O -3.01 -0.21 1.63
N -4.62 -1.20 2.88
N -5.00 0.85 1.87
H -5.49 -1.11 3.37
H -3.91 -1.81 3.29
H -4.62 1.54 1.24
H -5.92 0.52 1.61
C -1.87 3.15 2.48
O -2.90 3.11 3.12
N -1.03 2.10 2.22
N -1.42 4.23 1.75
H -1.10 1.26 2.77
H -0.42 2.24 1.43
H -0.50 4.51 1.47
H -2.07 4.99 1.89
C -0.21 1.52 -4.80
O -0.31 1.79 -5.98
N 0.36 0.31 -4.45
N -0.53 2.36 -3.78
H 0.52 -0.31 -5.22
H 0.21 -0.18 -3.58
H -0.24 2.10 -2.85
H -0.74 3.30 -4.09
C 4.45 1.24 -3.04
O 4.74 2.05 -2.17
N 3.53 1.47 -4.02
N 4.94 -0.05 -3.01
H 3.26 2.42 -4.18
H 3.16 0.73 -4.59
H 5.84 -0.18 -2.59
H 4.49 -0.74 -3.59
C -1.53 -3.30 3.58
O -2.53 -2.68 3.96
N -1.56 -4.66 3.44
N -0.30 -2.75 3.44
H -2.44 -5.06 3.70
H -0.75 -5.20 3.20
H -0.03 -1.78 3.46
H 0.37 -3.38 3.01
C 1.21 0.58 4.85
O 0.38 0.13 4.08
N 1.20 0.35 6.20
N 2.11 1.53 4.46
H 0.35 0.21 6.71
H 1.91 0.76 6.78
H 2.28 1.60 3.47
H 2.64 2.12 5.06
C -3.62 -3.04 -0.59
O -4.17 -3.60 -1.53
N -2.78 -1.95 -0.73
N -4.05 -3.22 0.69
H -2.10 -2.12 -1.46
H -2.44 -1.45 0.08
H -4.79 -3.86 0.92
H -3.63 -2.68 1.42
*
```

Atomic partial charges in e from the Mulliken method, atoms 1 to 2: 0.419 -0.758


Formula: C4H11NS
Source: OMol25
Level of theory: ωB97M-V/def2-TZVPD

Frontier orbital gap (alpha / beta)   0.331 / 0.145 Eh
Energy above the lowest of the compared OMol25 structures with the same formula, charge and spin   30.2 kcal/mol
Molecular weight   105.21 g/mol
E   -611.58024 hartree
Lowest unoccupied orbital energy (alpha / beta)   -3.33 / -8.35 eV
HOMO level (alpha / beta)   -12.3 / -12.3 eV
<S²>   0.75

Structure (ORCA input):
```
! wB97M-V def2-TZVPD RIJCOSX def2/J DEFGRID3
* xyz 1 2
C -0.87 -1.88 1.11
S -0.21 -2.90 -0.20
C 0.76 -1.63 -1.03
H -0.12 -1.19 1.50
H -1.66 -1.22 0.71
H -1.39 -2.37 1.93
H 0.14 -0.73 -1.10
H 0.86 -1.96 -2.07
H 1.72 -1.42 -0.58
C 0.19 2.11 -1.24
C -0.23 2.14 0.02
N 0.14 1.21 1.02
H 0.89 1.55 -1.84
H -0.23 2.90 -1.85
H -0.69 3.03 0.44
H -0.40 1.24 1.87
H 1.10 1.13 1.32
*
```

Atomic partial charges in e from the Mulliken method, atoms 1 to 2: -0.702 0.374


Formula: C7H12NO3P
Source: OMol25
Level of theory: ωB97M-V/def2-TZVPD

Frontier orbital gap   0.366 Eh
Energy above the lowest of the compared OMol25 structures with the same formula, charge and spin   36.4 kcal/mol
SMILES string   C=CC(=O)[N+](C)(C)[P@@](=O)([O-])C=C
Molecular weight   189.15 g/mol
E   -895.71449 hartree
Lowest unoccupied orbital energy   0.04 eV
HOMO level   -9.9 eV

Structure (ORCA input):
```
! wB97M-V def2-TZVPD RIJCOSX def2/J DEFGRID3
* xyz 0 1
C 2.16 1.25 -1.45
C 1.84 0.04 -0.97
C 1.05 -0.13 0.25
O 1.29 0.17 1.40
N -0.10 -0.98 0.09
C -0.51 -1.54 1.36
C -0.13 -2.07 -0.94
P -1.38 0.40 -0.48
O -0.78 1.03 -1.64
O -2.63 -0.40 -0.43
C -1.37 1.49 1.08
C -0.76 2.70 1.15
H 2.60 1.29 -2.50
H 1.99 2.17 -1.03
H 1.98 -0.80 -1.58
H 0.26 -1.90 1.99
H -0.87 -0.68 1.91
H -1.35 -2.35 1.25
H -0.89 -2.72 -0.61
H -0.21 -1.60 -1.92
H 0.84 -2.69 -1.02
H -1.89 0.96 1.82
H -0.86 3.30 2.06
H -0.29 3.04 0.20
*
```

Atomic partial charges in e from the Mulliken method, atoms 1 to 2: -0.734 -0.493


Formula: C12H21GeN2O7P2Y
Source: OMol25
Level of theory: ωB97M-V/def2-TZVPD

Frontier orbital gap   0.190 Eh
Energy above the lowest of the compared OMol25 structures with the same formula, charge and spin   15.2 kcal/mol
Molecular weight   528.77 g/mol
E   -3904.22580 hartree
Lowest unoccupied orbital energy   -0.53 eV
HOMO level   -5.7 eV

Structure (ORCA input):
```
! wB97M-V def2-TZVPD RIJCOSX def2/J DEFGRID3
* xyz 0 1
Y -0.54 -0.79 0.29
C -5.04 0.48 0.88
C -3.55 0.25 0.73
O -3.14 -1.07 1.17
P -2.56 1.30 1.87
O -3.32 1.34 3.26
O -2.70 2.76 1.34
O -1.19 0.72 1.99
P -2.90 0.48 -1.02
O -4.16 0.74 -1.94
O -1.95 1.64 -0.91
O -2.25 -0.85 -1.35
H -5.35 0.30 1.91
H -5.58 -0.21 0.22
H -5.32 1.49 0.58
H -3.60 -1.74 0.64
H -2.86 0.84 3.94
H -2.40 2.73 0.40
H -4.23 0.11 -2.67
N 1.57 1.21 -5.60
C 1.56 1.38 -4.46
C 1.55 1.59 -3.04
C 2.05 2.76 -2.48
C 2.01 2.92 -1.11
C 1.44 1.91 -0.35
N 0.96 0.78 -0.88
C 1.02 0.62 -2.20
H 2.47 3.53 -3.11
H 2.39 3.80 -0.62
H 1.37 2.00 0.73
H 0.64 -0.31 -2.61
C 2.68 -0.62 2.01
Ge 2.47 -2.25 0.89
C 3.46 -3.69 1.78
C 3.57 -1.86 -0.71
C 0.62 -2.56 0.58
H 3.60 -0.07 1.79
H 2.68 -0.90 3.07
H 1.85 0.09 1.91
H 4.50 -3.41 1.95
H 3.43 -4.58 1.14
H 2.99 -3.95 2.73
H 4.64 -1.93 -0.51
H 3.38 -0.85 -1.08
H 3.32 -2.56 -1.51
H 0.43 -3.61 0.37
*
```

Atomic partial charges in e from the Mulliken method, atoms 1 to 2: 0.605 -1.688


Formula: HOS3
Source: OMol25
Level of theory: ωB97M-V/def2-TZVPD

Frontier orbital gap (alpha / beta)   0.185 / 0.230 Eh
Energy above the lowest of the compared OMol25 structures with the same formula, charge and spin   64.5 kcal/mol
Molecular weight   113.21 g/mol
E   -1270.33780 hartree
Lowest unoccupied orbital energy (alpha / beta)   1.21 / 1.95 eV
HOMO level (alpha / beta)   -3.8 / -4.3 eV

Structure (ORCA input):
```
! wB97M-V def2-TZVPD RIJCOSX def2/J DEFGRID3
* xyz -1 1
O 1.18 0.73 -0.91
S 0.01 -1.92 -1.01
S -2.03 1.69 1.22
S 0.12 -0.04 -0.27
H 0.72 -0.45 0.97
*
```

Atomic partial charges in e from the Mulliken method, atoms 1 to 2: -0.537 -0.490


Formula: C6H15NO2
Source: OMol25
Level of theory: ωB97M-V/def2-TZVPD

Frontier orbital gap   0.370 Eh
Energy above the lowest of the compared OMol25 structures with the same formula, charge and spin   77.9 kcal/mol
SMILES string   CC(=O)N(C)C(C)C.O
Molecular weight   133.19 g/mol
E   -442.75709 hartree
Lowest unoccupied orbital energy   0.72 eV
HOMO level   -9.3 eV

Structure (ORCA input):
```
! wB97M-V def2-TZVPD RIJCOSX def2/J DEFGRID3
* xyz 0 1
C -0.96 -0.91 1.81
C -0.02 -1.27 0.70
O 0.46 -2.39 0.53
N 0.37 -0.27 -0.34
C 1.69 -0.67 -1.01
C 0.19 1.11 0.08
C 1.16 1.62 1.12
C 0.24 2.20 -1.03
H -0.57 -0.01 2.26
H -0.65 -1.64 2.65
H -1.95 -1.05 1.73
H 2.06 0.05 -1.86
H 1.61 -1.70 -1.41
H 2.35 -0.87 -0.18
H -0.84 1.07 0.32
H 1.14 0.85 1.93
H 2.23 1.73 0.87
H 0.89 2.61 1.22
H 0.24 1.71 -1.97
H -0.38 3.00 -1.23
H 1.23 2.94 -0.92
O -2.85 -0.01 -1.57
H -2.24 -0.72 -1.73
H -2.33 0.62 -1.04
*
```

Atomic partial charges in e from the Mulliken method, atoms 1 to 2: -1.187 0.722


Formula: CHN2OS
Source: OMol25
Level of theory: ωB97M-V/def2-TZVPD

Frontier orbital gap   0.276 Eh
Energy above the lowest of the compared OMol25 structures with the same formula, charge and spin   39.5 kcal/mol
Molecular weight   89.10 g/mol
E   -621.58632 hartree
Lowest unoccupied orbital energy   3.72 eV
HOMO level   -3.8 eV

Structure (ORCA input):
```
! wB97M-V def2-TZVPD RIJCOSX def2/J DEFGRID3
* xyz -1 1
C -2.32 -0.52 0.06
N -1.82 -1.06 -0.86
N -0.90 1.66 0.37
O -2.74 0.29 0.83
S -0.32 1.00 -0.79
H 1.19 0.45 -0.61
*
```

Atomic partial charges in e from the Mulliken method, atoms 1 to 2: 0.566 -0.708


Formula: C17H52BO9V
Source: OMol25
Level of theory: ωB97M-V/def2-TZVPD

Frontier orbital gap   0.352 Eh
Energy above the lowest of the compared OMol25 structures with the same formula, charge and spin   0.0 kcal/mol
Molecular weight   462.35 g/mol
E   -2324.84193 hartree
Lowest unoccupied orbital energy   -0.23 eV
HOMO level   -9.8 eV

Structure (ORCA input):
```
! wB97M-V def2-TZVPD RIJCOSX def2/J DEFGRID3
* xyz 0 1
O 3.05 -0.66 -1.95
V 1.85 0.30 -1.67
O 2.38 1.78 -1.88
B 1.01 0.38 0.41
H 1.90 1.16 0.41
H 0.51 0.43 1.49
H 0.24 0.66 -0.41
H 1.47 -0.67 0.12
C -0.66 -3.06 1.55
O -0.70 -2.15 0.48
H -1.04 -2.61 2.48
H -1.33 -3.90 1.35
H 0.31 -3.51 1.80
H -0.18 -1.36 0.69
C 0.15 3.73 0.48
O -0.94 2.80 0.62
H -0.32 4.66 0.17
H 0.69 3.83 1.42
H 0.89 3.37 -0.25
H -0.60 1.91 0.48
C -1.10 0.05 3.86
C -0.84 1.03 4.96
C -0.41 2.40 4.42
O -2.07 1.14 5.69
H -0.15 -0.26 3.41
H -1.82 0.36 3.11
H -1.50 -0.89 4.26
H -0.04 0.61 5.59
H 0.39 2.85 5.00
H -1.28 3.06 4.45
H -0.14 2.34 3.36
H -1.94 1.65 6.49
C 1.55 -3.52 -2.44
C 0.62 -2.48 -3.06
C -0.71 -3.08 -3.49
O 0.35 -1.45 -2.08
H 0.93 -4.13 -1.78
H 2.39 -3.06 -1.94
H 1.89 -4.19 -3.24
H 1.07 -1.94 -3.89
H -0.62 -4.05 -3.97
H -1.25 -2.39 -4.13
H -1.36 -3.27 -2.62
H -0.22 -1.82 -1.38
C 4.43 -2.44 1.28
C 4.78 -1.06 1.84
C 6.26 -0.88 1.95
O 4.26 -0.08 0.95
H 4.53 -2.43 0.20
H 3.41 -2.75 1.55
H 5.08 -3.24 1.66
H 4.32 -0.93 2.83
H 6.74 -0.98 0.98
H 6.63 -1.67 2.61
H 6.53 0.07 2.41
H 3.34 0.11 1.14
C -3.19 0.50 0.21
C -4.42 0.74 -0.64
C -5.54 1.34 0.18
O -4.07 1.67 -1.69
H -3.34 -0.27 0.97
H -2.94 1.38 0.81
H -2.30 0.31 -0.40
H -4.68 -0.19 -1.14
H -5.25 2.37 0.45
H -5.75 0.81 1.11
H -6.45 1.46 -0.40
H -3.72 2.45 -1.25
C -1.07 2.44 -3.00
C -0.80 1.03 -3.45
C -1.39 0.79 -4.85
O 0.64 0.83 -3.54
H -0.57 3.17 -3.64
H -0.67 2.56 -1.99
H -2.13 2.65 -2.89
H -1.30 0.32 -2.81
H -2.33 1.35 -4.94
H -1.61 -0.25 -5.07
H -0.77 1.21 -5.65
H 0.95 1.51 -4.15
*
```

Atomic partial charges in e from the Mulliken method, atoms 1 to 2: -0.622 0.278


Formula: C4H35N2O13
Source: OMol25
Level of theory: ωB97M-V/def2-TZVPD

Frontier orbital gap   0.316 Eh
Energy above the lowest of the compared OMol25 structures with the same formula, charge and spin   110.9 kcal/mol
Molecular weight   319.32 g/mol
E   -1260.98696 hartree
Lowest unoccupied orbital energy   2.74 eV
HOMO level   -5.9 eV

Structure (ORCA input):
```
! wB97M-V def2-TZVPD RIJCOSX def2/J DEFGRID3
* xyz -1 1
C -2.44 -1.69 0.09
N -2.10 -0.19 -0.18
C -0.96 0.19 0.65
O -0.98 1.56 1.10
C -1.22 -2.55 -0.24
C -1.78 -3.81 -1.17
N -0.56 -3.21 1.03
H -3.26 -2.02 -0.54
H -2.72 -1.82 1.15
H -2.87 0.45 -0.23
H 0.12 -0.01 0.21
H -1.09 -0.49 1.56
H -0.44 -1.98 -0.85
H -1.47 -3.63 -2.20
H -1.31 -4.70 -0.60
H -2.90 -3.71 -1.12
H -1.28 -3.48 1.74
H 0.09 -2.52 1.42
H -0.21 1.75 3.92
H -0.46 1.21 2.53
O 0.21 1.13 3.32
H -1.67 3.58 -1.11
H -0.90 2.36 -0.35
O -0.77 3.09 -1.08
H -1.24 -0.65 3.79
H -2.25 0.31 3.69
O -2.15 -0.64 3.72
H 2.40 0.64 -2.16
H 2.62 0.59 -3.63
O 3.00 0.23 -2.84
H 5.01 -0.28 -0.48
H 3.65 -0.19 -1.07
O 4.10 -0.15 -0.25
H 2.60 0.67 2.95
H 1.42 0.99 2.27
O 2.12 0.25 2.19
H -0.44 -2.61 -3.37
H -0.92 -1.21 -2.80
O -0.63 -1.71 -3.55
H -3.32 2.23 -0.90
H -3.39 2.50 0.60
O -3.77 2.76 -0.26
H 0.85 3.12 0.91
H 2.39 2.57 0.69
O 1.75 3.28 1.08
H 0.53 0.88 -0.73
H 0.93 2.34 -1.44
O 0.94 1.30 -1.57
H 3.19 -1.70 1.92
H 2.61 -1.72 3.33
O 2.83 -2.34 2.63
H 0.31 1.07 -3.97
H 0.84 -0.19 -4.76
O 0.80 0.80 -4.78
*
```

Atomic partial charges in e from the Mulliken method, atoms 1 to 2: -0.902 0.096